ORCA calculation (the ωB97M-V functional and the def2-TZVPD basis) on 3 unconnected molecules or ions with the total composition C18H36BrI4N3O3P at a distorted geometry.

Each line ends with the Löwdin charge.
Atoms and positions in Å:
C  2.05182  2.92924  3.53459  -0.233
C  1.29543  1.65831  2.74875  -0.698
I  2.19611  1.15776  0.85114  0.836
C  0.11078  0.91105  3.33553  -0.554
I  -0.39966  1.83704  5.31842  0.896
C  -0.68572  -0.32496  2.64077  -0.386
C  -1.85954  -0.14086  1.52849  -0.731
I  -1.51139  1.22304  -0.12842  0.741
C  -3.35419  0.26791  2.08280  -0.733
C  -3.38759  1.70419  2.91043  -0.211
I  -4.53628  0.68174  0.22979  0.724
C  -1.53829  -0.97576  3.94223  -0.173
N  -0.35048  -1.61327  4.69866  0.031
C  0.69829  -2.11442  3.91443  0.147
C  0.06265  -1.80682  2.39590  -0.405
P  1.02218  -2.23335  0.83701  0.546
O  1.62266  -3.88656  1.09039  -0.406
Br  -0.27941  -2.35276  -1.03860  0.299
H  1.33107  3.82455  3.75454  0.073
H  2.53634  2.44227  4.48850  0.077
H  2.94072  3.37695  2.88803  0.071
H  -2.01006  -1.22273  1.04190  0.069
H  -3.94368  -0.59771  2.60320  0.087
H  -3.88201  1.58557  3.96364  0.085
H  -2.31667  2.21547  2.95757  0.048
H  -4.06706  2.49027  2.32208  0.058
H  -2.27714  -0.30003  4.53245  0.099
H  -2.27940  -1.87576  3.67565  0.164
H  -0.33393  -1.65963  5.75995  0.180
H  1.68842  -2.64830  4.22285  0.183
H  -0.77147  -2.66752  2.36869  0.140
H  1.28867  -4.45490  0.32077  0.058
C  -3.34473  -5.46077  -5.38492  -0.071
C  -2.46412  -5.24093  -4.15707  -0.427
C  -3.14315  -5.64961  -2.83040  -0.199
O  -4.11040  -4.70994  -2.35094  -0.204
C  -5.39280  -4.83634  -2.94389  -0.106
N  -2.02571  -3.83690  -4.12958  0.038
H  -4.13163  -4.70733  -5.48005  0.066
H  -2.74259  -5.40758  -6.29946  0.080
H  -3.81749  -6.44759  -5.35628  0.081
H  -1.57706  -5.87418  -4.28021  0.136
H  -2.36817  -5.69246  -2.05556  0.113
H  -3.57504  -6.65565  -2.89011  0.119
H  -5.64573  -5.87666  -3.16809  0.093
H  -5.44900  -4.22515  -3.84612  0.075
H  -6.13202  -4.44645  -2.23824  0.088
H  -1.36545  -3.71738  -3.36087  0.000
H  -2.83176  -3.27347  -3.84426  0.073
C  3.68824  6.39784  -0.87711  -0.070
C  3.82961  4.89076  -0.67679  -0.440
C  5.29369  4.42615  -0.50721  -0.200
O  6.03843  4.37120  -1.72818  -0.192
C  6.57464  5.61720  -2.14299  -0.104
N  3.16839  4.19701  -1.79293  0.039
H  3.97489  6.71848  -1.88257  0.067
H  2.64600  6.70494  -0.73145  0.078
H  4.29989  6.94804  -0.15508  0.080
H  3.29609  4.63796  0.24760  0.113
H  5.27788  3.39722  -0.12789  0.110
H  5.82321  5.02348  0.24445  0.118
H  6.87896  6.24039  -1.29710  0.091
H  5.85245  6.14515  -2.76786  0.074
H  7.45626  5.41816  -2.75904  0.091
H  3.18556  3.19367  -1.60808  0.032
H  3.77152  4.30079  -2.61392  0.077

Forces on the atoms, in the same order (eV/Å):
C 0.5 -0.7 -0.7
C -3.1 -0.9 2.4
I -0.5 0.4 1.4
C 4.3 2.5 -2.9
I 0.1 -1.1 -1.5
C -2.5 -1.6 2.3
C -1.2 -1.4 -0.2
I 2.3 -0.1 0.6
C 0.2 1.2 0.1
C -0.3 0.7 -0.5
I -1.6 -1.1 1.3
C -0.5 -1.0 -0.5
N 3.2 -1.6 -0.6
C -4.9 2.3 -0.4
C -0.9 -1.6 1.8
P 3.5 -0.7 -0.8
O -2.6 1.3 -1.4
Br -0.2 -0.4 1.2
H 1.2 -2.0 -0.2
H -1.1 1.3 -1.7
H -2.0 -1.3 1.1
H 0.4 2.4 0.9
H 1.3 1.6 -0.9
H 1.2 0.1 -1.9
H -2.3 -1.3 0.1
H 1.5 -1.9 1.4
H 2.2 -0.8 -0.5
H 2.0 1.7 0.0
H 0.1 0.1 -1.8
H -2.2 1.1 -0.2
H 1.2 2.0 0.3
H 0.6 1.0 1.5
C 0.0 -0.1 -0.3
C -0.4 0.2 0.0
C 0.2 0.3 0.1
O 0.3 -0.6 -0.1
C -0.1 0.4 0.2
N -0.1 0.0 0.4
H 0.1 -0.1 0.1
H -0.1 0.0 0.2
H 0.0 0.1 0.0
H -0.1 0.1 0.1
H -0.1 0.1 0.0
H -0.1 0.1 -0.1
H 0.1 0.0 -0.1
H -0.1 -0.2 -0.1
H 0.2 -0.1 0.0
H 0.0 -0.1 -0.2
H 0.2 -0.1 -0.2
C -0.2 0.2 0.1
C 0.3 0.2 -0.4
C -0.1 -0.3 -0.2
O -0.2 0.2 0.7
C 0.1 -0.2 -0.4
N 0.3 -0.2 0.1
H 0.0 -0.1 0.1
H 0.2 -0.1 -0.1
H 0.0 0.0 -0.1
H 0.1 -0.1 0.0
H 0.0 0.0 -0.1
H 0.0 0.2 -0.1
H -0.1 0.0 0.0
H 0.1 0.2 0.1
H -0.1 -0.1 0.1
H -0.1 0.2 0.0
H -0.2 0.1 0.2

The value obtained for the highest occupied orbital energy is -0.3797 Eh. As for the total charge: +1. The strongest force on any atom comes out at 5.7 eV/Å. As for the spin multiplicity: 1. The gap between HOMO and LUMO comes out at 5.27 eV.


ORCA calculation (the ωB97M-V functional and the def2-TZVPD basis) on a molecular structure, C13H21O10Rb2 at a distorted geometry.

Each line ends with the Mulliken spin population.
Atoms and positions in Å:
Rb  -3.16615  2.46017  -3.61425  0.002
Rb  0.57529  3.21371  -2.55564  0.001
C  -1.85482  0.50139  -0.46489  -0.024
O  -1.50104  1.28013  -1.59056  0.859
H  -1.55969  -0.53328  -0.63942  0.100
H  -1.27418  0.83239  0.39615  0.046
H  -2.92228  0.40595  -0.26608  0.011
C  -0.09828  3.34036  2.37369  0.000
C  1.20644  4.07609  2.08882  0.000
C  2.02911  4.20462  3.35352  0.000
O  3.28359  4.26299  2.70110  0.000
C  3.25510  3.63701  1.50548  0.000
O  4.26549  3.51198  0.76140  0.000
O  2.03572  3.41311  1.16164  0.000
H  -0.90986  3.95533  2.76260  0.000
H  -0.06762  2.46960  3.02865  0.000
H  -0.46997  3.11541  1.37403  0.000
H  0.96641  5.03820  1.63624  0.000
H  1.73512  3.45765  4.09089  0.000
H  1.77346  5.17455  3.78012  0.000
C  -3.61596  -1.67217  -3.43534  -0.001
C  -3.03646  -2.85800  -2.62171  0.003
C  -4.13808  -3.65678  -1.94923  0.000
O  -3.44343  -4.93329  -1.88465  0.000
C  -2.58424  -4.99154  -2.87277  0.000
O  -2.01512  -6.05095  -3.28145  0.000
O  -2.40596  -3.80905  -3.46546  0.000
H  -4.47694  -1.12555  -3.05059  0.000
H  -3.98956  -2.03394  -4.39327  0.000
H  -2.81174  -0.97241  -3.66262  0.002
H  -2.50928  -2.41285  -1.77789  -0.001
H  -5.13663  -3.64934  -2.38621  0.000
H  -4.27603  -3.23214  -0.95487  0.000
C  3.91160  -1.98849  0.07831  0.000
C  2.86805  -1.11317  0.65078  0.001
C  1.62967  -1.64475  1.39523  0.000
O  1.72822  -0.82382  2.56982  0.000
C  2.80692  0.05399  2.43824  0.000
O  3.19075  0.82808  3.30821  0.000
O  3.54142  -0.17505  1.40759  0.000
H  3.53297  -2.92306  -0.33561  0.000
H  4.46218  -2.40829  0.92018  0.000
H  4.57057  -1.56368  -0.67891  0.000
H  2.35251  -0.56682  -0.13903  0.000
H  1.72658  -2.72390  1.51408  0.000
H  0.81615  -1.37039  0.72365  0.001

Forces on the atoms, in the same order (eV/Å):
Rb -0.6 -0.1 -0.3
Rb 0.8 0.1 0.3
C 0.2 0.8 -0.6
O -0.6 -0.8 1.1
H 0.6 -0.4 -0.4
H 0.0 0.0 0.2
H -0.2 0.5 -0.2
C -0.5 0.1 -1.2
C -2.7 0.0 1.7
C -1.2 1.4 -1.6
O 1.8 -0.8 1.1
C 6.6 1.3 -1.7
O -4.1 0.0 2.8
O -2.4 -1.6 -1.3
H 0.4 0.5 0.3
H 0.5 -0.1 -0.3
H -0.3 -0.8 -0.1
H 0.1 0.2 0.1
H 1.3 -0.6 -0.1
H 0.5 0.0 0.2
C 0.5 -0.5 -0.9
C -2.8 1.8 -0.6
C 0.9 0.1 0.9
O -1.8 0.4 1.0
C 3.1 -6.3 -2.8
O -2.5 4.9 2.0
O 0.5 1.7 0.6
H 0.1 -0.2 0.8
H 0.2 -0.2 -0.1
H 0.1 0.2 -0.1
H 1.3 -0.5 -0.3
H 0.3 -0.7 -0.6
H 0.0 -0.5 0.3
C 0.2 -2.4 0.1
C -0.6 -0.2 -3.7
C 2.2 0.6 -0.2
O -0.1 0.6 -0.2
C 1.0 1.5 5.1
O -2.1 -1.2 -1.6
O -0.1 0.1 -0.5
H -0.5 0.1 -0.4
H 0.6 0.4 0.0
H -0.1 0.3 0.4
H 0.6 0.4 -0.7
H -0.4 0.1 0.9
H -0.6 -0.3 0.8

The calculation puts the energy above the lowest of the compared OMol25 structures with the same formula, charge and spin at 33.0 kcal/mol. The value obtained for the highest occupied orbital energy (alpha / beta) is -0.5349 / -0.5349 Eh. As for the total charge: +2. The strongest force on any atom comes out at 7.6 eV/Å. As for the spin multiplicity: 2. The gap between HOMO and LUMO (alpha / beta) comes out at 6.86 / 4.42 eV.


ORCA calculation (the ωB97M-V functional and the def2-TZVPD basis) on 2 unconnected molecules or ions with the total composition C2H5N3OS at a distorted geometry.

Each line ends with the Löwdin charge.
Atoms and positions in Å:
N  0.94258  1.64044  0.00288  0.093
C  0.87117  0.37894  -0.06356  -0.672
N  1.25027  -0.53028  0.91105  0.117
N  0.37224  -0.20166  -1.21213  0.104
H  1.24037  2.00159  0.90389  0.034
H  1.32137  -0.17009  1.84871  0.090
H  0.84050  -1.44842  0.85906  0.083
H  0.79795  -1.07365  -1.48111  0.091
H  0.28199  0.46160  -1.96329  0.093
O  -2.50842  -1.62911  0.03742  0.086
C  -2.63299  -0.47945  0.06005  -0.917
S  -2.77704  1.05008  0.09704  0.799

Forces on the atoms, in the same order (eV/Å):
N 0.0 0.8 0.0
C 0.1 -0.1 0.2
N 0.0 -0.2 0.0
N -0.1 -0.4 -0.1
H 0.0 -0.2 0.0
H 0.0 0.0 -0.1
H -0.1 0.0 0.0
H 0.0 0.0 -0.1
H 0.0 0.0 -0.1
O -0.1 0.1 0.0
C 0.2 -1.2 0.0
S -0.1 1.1 0.0

The calculation puts the energy above the lowest of the compared OMol25 structures with the same formula, charge and spin at 0.1 kcal/mol. The value obtained for the highest occupied orbital energy is -0.3357 Eh. As for the total charge: 0. The strongest force on any atom comes out at 1.2 eV/Å. As for the spin multiplicity: 1. The gap between HOMO and LUMO comes out at 9.78 eV.


ORCA calculation (the ωB97M-V functional and the def2-TZVPD basis) on a molecular structure, B5BaF20 at a distorted geometry.

Each line ends with the Löwdin charge.
Atoms and positions in Å:
Ba  0.31072  -0.23675  -0.07496  2.444
B  -2.18530  0.15577  2.76453  -1.324
F  -1.13801  0.60850  1.91491  -0.035
F  -2.41113  1.09161  3.70682  0.154
F  -3.32284  -0.14113  2.04402  0.131
F  -1.62904  -1.01506  3.36104  0.058
B  1.44273  0.35214  -3.21840  -1.463
F  2.79611  0.21694  -3.33263  0.138
F  1.15446  1.26266  -2.25250  0.084
F  0.91697  0.84375  -4.40989  0.104
F  0.87762  -0.81248  -2.81077  0.100
B  -1.12188  2.55576  -0.43287  -1.249
F  0.11101  2.25932  0.21159  -0.057
F  -1.74876  1.33274  -0.87574  -0.010
F  -1.87102  3.04744  0.62351  0.120
F  -0.96684  3.46998  -1.50613  0.086
B  -1.14181  -2.76736  -0.51451  -1.500
F  -1.02317  -2.27198  0.72442  0.065
F  -1.76770  -1.81403  -1.26774  0.111
F  0.17645  -2.94642  -1.03786  0.027
F  -1.78181  -3.96630  -0.52435  0.151
B  2.87772  -0.25728  1.42512  -1.490
F  2.47740  0.93853  0.86605  0.039
F  4.23526  -0.11539  1.78723  0.087
F  1.97395  -0.52025  2.34183  0.185
F  2.75901  -1.27080  0.48725  0.045

Forces on the atoms, in the same order (eV/Å):
Ba -0.2 0.1 -0.6
B 1.4 -1.5 -0.6
F 0.0 0.2 -0.4
F -0.6 1.4 1.5
F -0.5 -0.1 -0.2
F -0.5 -0.2 0.3
B 0.0 0.9 -0.9
F 1.8 -0.3 -0.4
F -0.3 1.8 1.9
F -0.4 -0.2 -1.1
F -0.9 -2.1 0.1
B -0.5 0.2 0.5
F 0.5 0.3 -0.9
F 0.7 0.6 -0.2
F -0.9 0.9 -0.3
F -0.2 -0.6 0.7
B 0.8 -1.1 -1.5
F 0.1 0.3 2.9
F -0.8 0.9 -1.2
F 0.2 -0.1 0.0
F -0.9 -1.4 -0.1
B 2.4 0.7 -1.2
F 0.1 1.6 -1.0
F -0.1 -0.3 0.6
F -1.7 -1.0 3.5
F 0.4 -1.1 -1.3

The calculation puts the energy above the lowest of the compared OMol25 structures with the same formula, charge and spin at 23.7 kcal/mol. The value obtained for the highest occupied orbital energy is -0.1194 Eh. As for the total charge: -3. The strongest force on any atom comes out at 4.0 eV/Å. As for the spin multiplicity: 1. The gap between HOMO and LUMO comes out at 10.20 eV.


ORCA calculation (the ωB97M-V functional and the def2-TZVPD basis) on C6H10 in the gas phase.

Each line ends with the Löwdin charge.
Atoms and positions in Å:
C  2.52583  -0.30816  0.68317  -0.107
C  1.69605  0.50238  -0.27975  -0.164
C  0.58365  0.11572  -0.85109  -0.065
C  -0.57229  -0.20666  -1.37354  -0.116
C  -1.89534  0.05291  -0.67800  -0.262
C  -1.79381  0.05015  0.84592  -0.120
H  2.24953  -1.36489  0.66379  0.074
H  3.59352  -0.22260  0.45702  0.067
H  2.38458  0.05950  1.70691  0.071
H  2.03881  1.51548  -0.49078  0.102
H  -0.60421  -0.65595  -2.36661  0.101
H  -2.28827  1.01958  -1.02247  0.106
H  -2.62524  -0.69806  -1.00366  0.101
H  -1.47228  -0.93154  1.20995  0.077
H  -2.75918  0.28755  1.30335  0.068
H  -1.06134  0.78459  1.19579  0.069

Forces on the atoms, in the same order (eV/Å):
C 0.0 -0.1 0.0
C -0.2 0.0 -0.1
C 0.0 0.0 0.1
C 0.2 0.1 0.1
C -0.1 0.0 0.0
C 0.0 0.0 0.0
H 0.0 0.1 0.0
H -0.1 0.0 0.0
H 0.0 0.0 -0.1
H 0.0 -0.1 0.0
H 0.1 0.1 0.2
H 0.0 -0.1 0.0
H 0.1 0.1 0.0
H 0.0 0.1 -0.1
H 0.1 0.0 -0.1
H -0.1 -0.1 -0.1

The calculation puts the energy above the lowest of the compared OMol25 structures with the same formula, charge and spin at 29.8 kcal/mol. The value obtained for the highest occupied orbital energy is -0.3395 Eh. As for the total charge: 0. The strongest force on any atom comes out at 0.2 eV/Å. As for the spin multiplicity: 1. The gap between HOMO and LUMO comes out at 10.36 eV.